Record 1
C4H10N2S | ωB97M-V/def2-TZVPD

The geometry in XYZ format:
```
17
Properties=species:S:1:pos:R:3
N 2.46 -1.25 0.24
C 1.09 -0.99 -0.23
C 0.52 0.43 -0.10
N 1.22 1.52 -0.67
C -0.10 0.83 1.24
C -0.94 0.68 -0.01
S -2.22 -0.59 -0.24
H 2.57 -0.77 1.17
H 3.07 -0.90 -0.48
H 1.07 -1.40 -1.25
H 0.41 -1.62 0.35
H 2.19 1.54 -0.37
H 1.23 1.48 -1.69
H 0.13 1.87 1.50
H -0.18 0.16 2.05
H -1.16 1.61 -0.51
H -3.17 -0.18 0.72
```

Calculated values
ΔE to the lowest compared entry with this formula, charge and spin = 26.60 kcal per mole
HOMO = -8.96 eV
Spin multiplicity = 1
Energy = -666.06057 Ha

---

Record 2
C33H27Cl3NO2RhSi | ωB97M-V/def2-TZVPD

The geometry in XYZ format:
```
68
Properties=species:S:1:pos:R:3
Rh -0.37 1.40 0.15
O 0.31 1.04 -1.63
C -0.31 0.23 -2.59
C -1.78 -0.01 -2.19
C -1.92 -0.80 -0.93
C -2.49 -2.06 -0.95
C -2.62 -2.77 0.22
C -2.20 -2.19 1.40
C -1.64 -0.92 1.40
C -1.30 -0.30 2.73
C -0.12 0.68 2.80
O -0.47 1.84 2.10
C 1.17 0.08 2.22
C 2.15 0.96 1.74
C 3.34 0.47 1.21
C 3.58 -0.90 1.17
C 2.62 -1.77 1.67
C 1.42 -1.28 2.17
C 0.09 1.05 4.27
C -0.30 2.30 4.73
C -0.14 2.63 6.07
C 0.41 1.72 6.96
C 0.80 0.47 6.50
C 0.64 0.14 5.16
N -1.49 -0.26 0.24
C -0.20 0.96 -3.93
C -1.28 1.43 -4.65
C -1.09 2.12 -5.84
C 0.19 2.34 -6.32
C 1.28 1.88 -5.60
C 1.09 1.19 -4.42
C 0.37 -1.14 -2.67
C 0.05 -2.02 -3.71
C 0.59 -3.29 -3.75
C 1.46 -3.71 -2.75
C 1.79 -2.85 -1.72
C 1.24 -1.57 -1.68
H -2.28 -0.56 -2.99
H -2.27 0.95 -2.08
H -2.81 -2.46 -1.90
H -3.05 -3.76 0.22
H -2.31 -2.71 2.35
H -1.17 -1.11 3.45
H -2.17 0.27 3.07
H 1.98 2.02 1.81
H 4.08 1.16 0.84
H 4.50 -1.27 0.77
H 2.80 -2.84 1.65
H 0.68 -1.99 2.54
H -0.72 3.01 4.03
H -0.44 3.61 6.42
H 0.54 1.98 8.00
H 1.24 -0.25 7.18
H 0.97 -0.84 4.82
H -2.29 1.28 -4.29
H -1.95 2.48 -6.40
H 0.33 2.88 -7.25
H 2.28 2.05 -5.97
H 1.94 0.83 -3.85
H -0.61 -1.68 -4.50
H 0.34 -3.96 -4.57
H 1.88 -4.71 -2.78
H 2.47 -3.16 -0.94
H 1.51 -0.89 -0.88
Cl -1.54 4.54 1.25
Si -2.12 2.77 0.39
Cl -2.96 3.34 -1.41
Cl -3.70 1.98 1.45
```

Calculated values
ΔE to the lowest compared entry with this formula, charge and spin = 0.00 kcal per mole
HOMO = -8.64 eV
Spin multiplicity = 1
Energy = -3259.77144 Ha

---

Record 3
C2H6S | ωB97M-V/def2-TZVPD

The geometry in XYZ format:
```
9
Properties=species:S:1:pos:R:3
C 0.73 -0.10 -1.22
S 0.97 -0.41 0.62
C -0.66 0.01 1.20
H 0.75 -0.93 -1.92
H 1.50 0.66 -1.38
H -0.20 0.44 -1.42
H -0.72 0.99 1.68
H -1.46 0.03 0.46
H -0.90 -0.69 1.99
```

Calculated values
ΔE to the lowest compared entry with this formula, charge and spin = 9.73 kcal per mole
HOMO = -8.49 eV
Spin multiplicity = 1
Energy = -477.96065 Ha

---

Record 4
C30H63N2O12S2 | ωB97M-V/def2-TZVPD

The geometry in XYZ format:
```
109
Properties=species:S:1:pos:R:3
C 5.21 1.03 3.06
C 5.53 0.17 1.84
C 4.43 0.24 0.78
C 4.52 1.50 -0.09
N 3.80 1.41 -1.37
S 2.23 1.96 -1.39
O 2.29 3.31 -0.87
O 1.82 1.79 -2.77
N 1.47 0.95 -0.44
S 0.17 1.30 0.38
O -0.60 2.39 -0.18
O -0.55 0.05 0.60
C 0.72 1.78 2.03
C 1.08 3.26 2.24
H 5.97 0.93 3.83
H 4.24 0.75 3.49
H 5.14 2.09 2.78
H 5.66 -0.87 2.16
H 6.47 0.51 1.40
H 3.46 0.25 1.28
H 4.42 -0.64 0.12
H 5.58 1.69 -0.31
H 4.15 2.38 0.43
H 3.77 0.44 -1.67
H 1.57 1.13 2.23
H -0.08 1.47 2.69
H 2.11 3.35 2.60
H 0.44 3.68 3.01
H 0.98 3.82 1.31
C 0.82 -2.15 -1.92
C 2.30 -2.17 -2.17
O 3.07 -1.59 -1.44
C 2.77 -2.94 -3.38
H 0.60 -1.54 -1.04
H 0.31 -1.71 -2.78
H 0.46 -3.17 -1.79
H 2.32 -2.52 -4.28
H 2.46 -3.99 -3.30
H 3.86 -2.89 -3.46
C -0.94 0.68 5.69
C 0.24 1.59 5.96
O 0.98 1.95 5.08
C 0.42 2.04 7.40
H -0.97 0.43 4.63
H -0.86 -0.23 6.28
H -1.87 1.18 5.97
H 0.55 1.18 8.06
H -0.47 2.58 7.72
H 1.29 2.68 7.48
C -2.24 4.06 1.60
C -2.78 4.22 2.98
O -2.02 4.39 3.91
C -4.27 4.13 3.18
H -1.16 4.14 1.63
H -2.49 3.08 1.19
H -2.64 4.81 0.92
H -4.63 3.17 2.82
H -4.77 4.90 2.58
H -4.52 4.26 4.23
C -1.06 -6.26 -2.90
C 0.42 -6.35 -3.20
O 1.23 -5.83 -2.47
C 0.82 -7.09 -4.44
H -1.23 -5.69 -1.99
H -1.58 -5.77 -3.73
H -1.48 -7.26 -2.80
H 0.37 -6.64 -5.33
H 0.46 -8.13 -4.39
H 1.90 -7.08 -4.56
C 3.16 -6.79 -9.47
C 2.22 -7.40 -8.45
O 1.95 -6.84 -7.42
C 1.64 -8.75 -8.80
H 3.51 -5.82 -9.11
H 4.01 -7.45 -9.64
H 2.64 -6.66 -10.42
H 2.44 -9.47 -8.95
H 1.07 -8.68 -9.73
H 0.98 -9.08 -8.00
C -1.24 3.46 11.06
C 0.13 3.90 10.60
O 1.00 3.09 10.35
C 0.36 5.38 10.48
H -1.29 2.38 11.11
H -1.47 3.88 12.04
H -2.00 3.83 10.36
H 0.19 5.87 11.44
H -0.35 5.81 9.76
H 1.37 5.57 10.14
C -2.58 4.25 -3.07
C -3.60 3.59 -2.17
O -4.50 4.23 -1.66
C -3.43 2.12 -1.94
H -2.80 5.32 -3.15
H -1.58 4.11 -2.65
H -2.60 3.79 -4.06
H -2.45 1.92 -1.50
H -3.48 1.57 -2.89
H -4.21 1.75 -1.28
C -5.06 -0.58 -5.81
C -5.74 -0.44 -4.47
O -5.12 -0.23 -3.46
C -7.25 -0.56 -4.47
H -3.98 -0.47 -5.68
H -5.28 -1.56 -6.24
H -5.42 0.18 -6.50
H -7.55 -1.54 -4.86
H -7.69 0.20 -5.12
H -7.63 -0.44 -3.46
```

Calculated values
HOMO = -5.28 eV
Total charge = -1
Spin multiplicity = 1
Energy = -2989.70029 Ha

---

Record 5
C41H38CdN12O5S2 | ωB97M-V/def2-TZVPD

The geometry in XYZ format:
```
99
Properties=species:S:1:pos:R:3
Cd -0.10 1.11 1.48
N -1.12 2.85 3.20
C -0.22 3.65 4.01
C 1.27 3.38 3.74
O 2.08 4.07 4.39
O 1.55 2.49 2.89
H -1.67 3.34 2.51
H -1.68 2.18 3.69
H -0.39 3.50 5.08
H -0.38 4.72 3.83
S -2.15 -0.21 2.52
C -2.91 -0.38 0.93
N -3.95 -1.37 0.83
C -5.13 -1.01 0.09
C -4.73 -0.50 -1.27
N -3.89 0.67 -1.13
C -3.84 1.51 -2.30
C -5.06 2.40 -2.42
C -5.48 3.15 -1.32
C -6.59 3.98 -1.42
C -7.29 4.08 -2.62
C -6.88 3.34 -3.72
C -5.77 2.50 -3.62
C -2.87 0.67 -0.13
S -2.06 2.25 0.06
C -4.16 -2.36 1.85
C -4.32 -3.74 1.25
C -3.44 -4.16 0.26
C -3.55 -5.44 -0.28
C -4.54 -6.31 0.16
C -5.42 -5.89 1.15
C -5.31 -4.62 1.68
H -5.75 -0.26 0.61
H -5.74 -1.91 -0.03
H -5.61 -0.22 -1.85
H -4.21 -1.31 -1.80
H -3.75 0.91 -3.21
H -2.95 2.14 -2.23
H -4.93 3.06 -0.40
H -6.90 4.56 -0.56
H -8.16 4.73 -2.69
H -7.42 3.40 -4.65
H -5.45 1.92 -4.47
H -5.04 -2.13 2.47
H -3.30 -2.35 2.52
H -2.69 -3.47 -0.09
H -2.85 -5.75 -1.05
H -4.62 -7.30 -0.26
H -6.20 -6.56 1.49
H -6.01 -4.29 2.45
C 4.79 -0.86 3.96
N 3.36 -0.85 3.77
C 2.63 0.00 3.04
N 1.38 -0.39 3.00
C 1.40 -1.54 3.72
N 2.58 -1.87 4.20
C 5.50 -1.74 2.97
C 6.24 -2.84 3.39
C 6.89 -3.65 2.47
C 6.81 -3.37 1.11
C 6.07 -2.27 0.68
C 5.41 -1.46 1.61
C 5.96 -1.99 -0.75
N 6.35 -2.74 -1.73
N 5.98 -2.07 -2.88
C 5.40 -0.99 -2.51
O 5.41 -0.84 -1.17
C 4.81 0.04 -3.36
C 4.90 -0.11 -4.74
C 4.33 0.84 -5.57
C 3.67 1.93 -5.03
C 3.59 2.09 -3.65
C 2.91 3.33 -3.11
N 2.48 3.24 -1.74
C 1.48 2.52 -1.21
N 1.47 2.68 0.09
C 2.51 3.52 0.33
N 3.16 3.89 -0.76
C 4.14 1.14 -2.81
H 4.99 -1.19 4.98
H 5.12 0.17 3.86
H 3.01 0.92 2.61
H 0.51 -2.14 3.88
H 6.30 -3.06 4.45
H 7.46 -4.51 2.80
H 7.30 -3.99 0.38
H 4.81 -0.64 1.26
H 5.41 -0.98 -5.13
H 4.38 0.71 -6.64
H 3.22 2.66 -5.68
H 2.05 3.59 -3.74
H 3.60 4.17 -3.14
H 0.81 1.89 -1.77
H 2.77 3.83 1.32
H 4.04 1.22 -1.74
O 2.73 -1.65 -1.51
C 2.04 -0.95 -0.80
N 1.37 -0.27 -0.11
O -1.95 -0.46 -0.18
```

Calculated values
ΔE to the lowest compared entry with this formula, charge and spin = 0.00 kcal per mole
HOMO = -2.32 eV
Total charge = -2
Spin multiplicity = 1
Energy = -3582.72708 Ha

---

Record 6
C8H11N2S | ωB97M-V/def2-TZVPD

The geometry in XYZ format:
```
22
Properties=species:S:1:pos:R:3
C -3.13 0.97 -1.21
C -1.75 1.00 -0.98
C -3.83 0.35 -0.17
C -1.39 0.56 0.29
C 1.13 0.50 0.17
C 2.39 -1.70 0.60
C 1.61 -1.88 -0.67
C -0.18 0.49 0.93
N 2.21 1.14 0.82
N 1.16 -0.97 0.37
S -2.83 -0.03 1.17
H -3.62 1.32 -2.05
H -0.94 1.39 -1.73
H -4.84 0.04 0.02
H 0.95 0.79 -0.88
H 2.29 -2.66 1.09
H 3.36 -1.14 0.56
H 1.96 -1.30 -1.53
H 1.01 -2.69 -0.97
H -0.24 0.48 2.02
H 2.40 1.98 0.35
H 2.27 1.37 1.78
```

Calculated values
ΔE to the lowest compared entry with this formula, charge and spin = 47.87 kcal per mole
HOMO = -12.91 eV
Total charge = +1
Spin multiplicity = 1
Energy = -818.76371 Ha

---

Record 7
C2H10EuN3O | ωB97M-V/def2-TZVPD

The geometry in XYZ format:
```
17
Properties=species:S:1:pos:R:3
C 2.55 0.45 -0.34
Eu 0.61 -0.91 0.45
N -2.21 -0.70 0.66
N -0.11 -0.83 -1.97
H -2.10 0.32 0.69
H -0.72 -2.13 1.11
H 3.27 0.34 0.50
H 2.20 1.49 -0.41
H 2.96 0.09 -1.30
H -0.71 0.00 -2.04
H -0.58 -1.61 -2.42
H 0.77 -0.63 -2.45
H -2.80 -0.98 -0.12
H -2.68 -0.99 1.52
O -0.14 3.04 2.68
C -0.14 2.03 2.05
N -0.18 1.02 1.38
```

Calculated values
ΔE to the lowest compared entry with this formula, charge and spin = 0.00 kcal per mole
HOMO (spin up / spin down) = -1.25 / -1.92 eV
Total charge = -1
Spin multiplicity = 8
⟨S²⟩ = 15.762
Energy = -1031.95721 Ha

---

Record 8
C6H10O | ωB97M-V/def2-TZVPD

The geometry in XYZ format:
```
17
Properties=species:S:1:pos:R:3
C 2.57 -0.74 0.48
C 1.69 -0.39 -0.46
C 0.43 -1.16 -0.76
C -0.78 -0.59 -0.02
C -1.04 0.88 -0.34
C -1.96 1.62 0.61
O -0.55 1.42 -1.31
H 2.46 -1.65 1.06
H 3.44 -0.12 0.69
H 1.82 0.53 -1.01
H 0.55 -2.21 -0.48
H 0.23 -1.13 -1.84
H -1.69 -1.15 -0.26
H -0.63 -0.69 1.07
H -2.92 1.11 0.70
H -2.11 2.64 0.25
H -1.51 1.65 1.61
```

Calculated values
ΔE to the lowest compared entry with this formula, charge and spin = 5.23 kcal per mole
HOMO = -9.56 eV
Spin multiplicity = 1
Energy = -309.83404 Ha

---

Record 9
C2H4O2 | ωB97M-V/def2-TZVPD

The geometry in XYZ format:
```
8
Properties=species:S:1:pos:R:3
C -0.37 0.13 0.51
C -0.12 0.15 -0.91
O -0.97 -1.02 0.26
O 1.05 0.18 0.98
H 1.30 -0.75 1.12
H -0.92 0.96 0.97
H 0.57 -0.55 -1.35
H -0.55 0.90 -1.58
```

Calculated values
ΔE to the lowest compared entry with this formula, charge and spin = 93.13 kcal per mole
HOMO = -9.68 eV
Spin multiplicity = 1
Energy = -228.95816 Ha